Record 1
Below is a molecular structure, C12H17N, with properties calculated with the ωB97M-V functional and the def2-TZVPD basis.

```
! wB97M-V def2-TZVPD RIJCOSX def2/J DEFGRID3
* xyz 0 1
C 0.90 -2.82 -3.17
C 1.56 -1.73 -3.82
C 0.96 -2.93 -1.79
C 2.23 -0.81 -3.02
C 1.51 -1.94 -1.00
C 2.02 -0.82 -1.56
C 2.06 0.81 0.25
C 0.66 0.78 1.71
C -1.78 0.96 2.36
C -1.17 -0.46 0.39
C -0.93 2.09 0.20
C -0.78 0.82 1.20
N 2.54 0.32 -0.86
H 0.52 -3.60 -3.78
H 1.66 -1.74 -4.88
H 0.54 -3.73 -1.24
H 2.89 -0.05 -3.45
H 1.50 -1.76 0.09
H 2.75 1.46 0.65
H 1.06 1.72 2.25
H 0.86 -0.14 2.30
H -1.48 0.31 3.13
H -2.77 0.65 2.08
H -1.84 1.94 2.68
H -2.14 -0.25 0.01
H -0.54 -0.67 -0.51
H -0.89 -1.46 0.96
H -0.70 2.95 0.76
H -1.93 2.12 -0.28
H -0.33 1.95 -0.75
*
```

For the max |F|, the calculation gives 3.98 eV/Å. The value obtained for the LUMO energy is 0.027 Ha. The HOMO energy is -8.311 eV. For the gap between HOMO and LUMO, the calculation gives 9.035 eV. The energy above the lowest of the compared OMol25 structures with the same formula, charge and spin comes out at 97.48 kcal per mole. The electronic energy is -522.0649 a.u.

Results of the Mulliken charge analysis, in e, for atoms 1 through 4: -0.45 -0.45 -0.36 -0.49



Record 2
Below is 2 unconnected molecules or ions with the total composition C12H17N, with properties calculated with the ωB97M-V functional and the def2-TZVPD basis.

```
! wB97M-V def2-TZVPD RIJCOSX def2/J DEFGRID3
* xyz 0 1
C 1.70 -2.35 -1.07
C 1.07 -1.70 0.11
C 0.03 -2.06 0.87
N -0.31 -1.06 1.80
C 0.54 0.02 1.56
C 0.53 1.31 2.13
C 1.52 2.14 1.71
C 2.41 1.80 0.73
C 2.39 0.60 0.04
C 1.36 -0.31 0.41
H 1.57 -1.64 -1.91
H 1.17 -3.21 -1.50
H 2.77 -2.55 -1.13
H -0.53 -2.97 0.91
H -0.49 -1.33 2.76
H -0.28 1.46 2.84
H 1.56 3.16 2.10
H 3.19 2.46 0.34
H 3.13 0.43 -0.72
C -1.16 0.76 -2.02
C -2.13 1.04 -0.87
C -3.00 -0.09 -0.34
H -1.15 1.40 -2.90
H -0.12 0.65 -1.71
H -1.46 -0.19 -2.45
H -2.82 1.88 -0.99
H -1.55 1.46 -0.03
H -2.71 -0.88 0.36
H -3.42 -0.67 -1.18
H -3.81 0.43 0.15
*
```

For the max |F|, the calculation gives 2.80 eV/Å. The value obtained for the LUMO energy is 0.035 Ha. The HOMO energy is -8.124 eV. For the gap between HOMO and LUMO, the calculation gives 9.083 eV. As for the structure (SMILES): Cc1c[nH]c2ccccc12.CCC. The energy above the lowest of the compared OMol25 structures with the same formula, charge and spin comes out at 29.77 kcal per mole. The electronic energy is -522.1728 a.u.

Results of the Mulliken charge analysis, in e, for atoms 1 through 4: -1.39 0.30 -0.62 -0.09



Record 3
Below is 2 unconnected molecules or ions with the total composition C12H17N, with properties calculated with the ωB97M-V functional and the def2-TZVPD basis.

```
! wB97M-V def2-TZVPD RIJCOSX def2/J DEFGRID3
* xyz 0 1
C 2.33 2.48 -1.19
C 1.00 1.85 -1.37
C 0.58 1.30 -2.57
N -0.71 0.56 -2.33
C -1.14 0.91 -1.06
C -2.35 0.59 -0.41
C -2.31 0.49 0.98
C -1.18 1.08 1.69
C -0.09 1.69 1.02
C -0.11 1.59 -0.42
H 2.27 3.49 -0.88
H 2.90 2.49 -2.15
H 2.92 2.06 -0.36
H 0.93 1.34 -3.59
H -1.12 -0.07 -3.05
H -3.30 0.45 -0.88
H -3.17 0.29 1.63
H -1.24 1.18 2.76
H 0.88 2.16 1.36
C 0.73 -2.25 -0.17
C 0.53 -1.88 1.31
C -0.49 -2.82 1.89
H -0.29 -2.06 -0.66
H 1.35 -1.43 -0.62
H 1.16 -3.29 -0.31
H 1.57 -2.00 1.81
H 0.40 -0.81 1.44
H -0.58 -2.87 2.97
H -1.43 -2.61 1.39
H -0.04 -3.89 1.75
*
```

For the max |F|, the calculation gives 3.41 eV/Å. The value obtained for the LUMO energy is 0.035 Ha. The HOMO energy is -8.008 eV. For the gap between HOMO and LUMO, the calculation gives 8.959 eV. As for the structure (SMILES): Cc1c[nH]c2ccccc12.CCC. The energy above the lowest of the compared OMol25 structures with the same formula, charge and spin comes out at 48.77 kcal per mole. The electronic energy is -522.1425 a.u.

Results of the Mulliken charge analysis, in e, for atoms 1 through 4: -1.32 0.68 -1.04 -0.01